Arrangement 1

{
  "formula": "C4H4N4OS",
  "method": "ωB97M-V/def2-TZVPD",
  "species": ["C", "C", "C", "C", "N", "N", "N", "N", "O", "S", "H", "H", "H", "H"],
  "coordinates": [[-0.82, -1.77, -0.11], [-1.00, -0.42, -0.02], [1.58, -0.95, 0.14], [2.13, 1.23, -0.05], [2.48, -0.12, -0.03], [0.74, 1.37, 0.03], [0.02, 0.31, 0.45], [-2.23, 0.17, -0.26], [2.88, 2.15, -0.16], [0.82, -2.40, -0.02], [-1.60, -2.50, -0.23], [0.42, 2.31, 0.26], [-3.03, -0.45, -0.22], [-2.39, 1.05, 0.21]],
  "nbo_charge": [-0.57, 0.35, 0.27, 0.73, -0.49, -0.46, -0.35, -0.80, -0.57, 0.47, 0.23, 0.41, 0.39, 0.39],
  "multiplicity": 1
}

Arrangement 2

{
  "formula": "C4H4N4OS",
  "method": "ωB97M-V/def2-TZVPD",
  "species": ["C", "C", "C", "C", "N", "N", "N", "N", "O", "S", "H", "H", "H", "H"],
  "coordinates": [[-1.56, 0.07, -0.33], [-2.09, -1.19, -0.02], [-0.15, 0.18, -0.23], [0.51, -1.05, 0.00], [-1.32, -2.29, 0.09], [-0.03, -2.26, 0.09], [0.48, 1.38, -0.06], [1.70, 1.40, 0.61], [3.19, 0.42, -1.12], [2.82, 0.10, 0.25], [-2.17, 1.01, -0.35], [-3.06, -1.46, -0.12], [0.22, 2.33, -0.36], [1.46, 1.36, 1.54]],
  "nbo_charge": [-0.24, -0.01, 0.06, 0.11, -0.23, -0.23, -0.46, -0.62, -0.86, 1.26, 0.23, 0.21, 0.41, 0.35],
  "multiplicity": 1
}

arrangement 1 takes first place; second place is 59.5 kcal/mol up.